Molecular formula: C2H3O2PTl
Method: DFT, ωB97M-V/def2-TZVPD

Geometry as XYZ:
```
9
Properties=species:S:1:pos:R:3:forces:R:3
H 0.520 -0.914 -1.556 0.6 0.2 -0.4
O -1.651 0.816 -0.030 4.4 4.6 -2.7
C -0.418 0.821 -0.363 -0.2 1.1 -2.9
H 0.048 1.653 -0.923 -0.8 0.5 0.4
C 0.295 -0.456 -0.588 -1.5 -1.4 1.8
O 0.166 -1.224 0.498 1.6 0.1 -0.5
Tl -2.528 -0.509 0.984 -4.5 -4.7 3.7
P 1.140 0.113 1.201 0.1 -0.3 0.4
H 2.429 -0.301 0.777 0.3 -0.3 0.2
```
Positions in Å, forces in eV/Å.

Results
- 2S+1 = 1
- energy relative to the best compared isomer or geometry (same formula, charge and spin) (kJ/mol) = 319.5
- LUMO energy (alpha / beta) (eV) = -19.354 / -18.759
- net charge = +3
- gap between HOMO and LUMO (alpha / beta) (eV) = 6.60 / 7.63
- highest occupied orbital energy (alpha / beta) (eV) = -25.9 / -26.4